Record 1
Density functional theory data (ωB97M-V/def2-TZVPD) for a single C2H2FNO3 molecule at a distorted geometry.

Geometry as XYZ:
```
9
Properties=species:S:1:pos:R:3:forces:R:3:mulliken_charge:R:1
C -0.0647 0.4239 -0.0292 -4.2 -0.5 0.6 0.472
C -1.7090 -0.4525 0.1387 3.3 0.5 -0.9 0.501
N 1.0004 -0.3463 -0.1570 -0.2 -0.8 -0.3 -0.096
O -0.2085 1.6096 0.0754 1.2 -0.2 0.0 -0.520
O -1.9375 -1.5850 0.3699 0.0 0.4 0.1 -0.427
O 2.2681 0.1329 0.1448 0.4 -1.2 0.1 -0.373
F -2.6084 0.4798 -0.1005 -0.2 0.0 0.2 -0.171
H 0.9403 -1.3399 -0.4476 0.3 1.2 0.6 0.257
H 2.3193 1.0776 0.0056 -0.6 0.6 -0.4 0.357
```
Forces are in eV/Å.

Properties
SMILES: O=C(F)C(=O)NO
HOMO-LUMO gap in eV: 10.736
Relative energy (zero: lowest compared OMol25 entry of this formula, charge and spin) in eV: 0.051
HOMO level in Eh: -0.376
Spin multiplicity: 1

***

Record 2
Density functional theory data (ωB97M-V/def2-TZVPD) for a molecular structure, C23H24Cl5N3O3Pd.

Geometry as XYZ:
```
59
Properties=species:S:1:pos:R:3:forces:R:3:mulliken_charge:R:1
Pd 0.8025 1.8451 0.3328 0.7 -0.1 0.2 -0.287
O 2.9691 1.6291 0.5001 -0.2 0.1 -0.1 -0.225
C 3.5511 1.3164 1.7838 0.0 0.0 0.0 -0.511
C 2.4990 0.6569 2.6305 0.0 0.0 0.0 0.455
C 2.8476 0.0466 3.8222 0.0 0.0 0.0 -0.966
C 1.8495 -0.4873 4.6202 0.0 0.0 0.0 -0.307
C 0.5285 -0.3902 4.2073 0.0 0.0 0.0 -0.979
C 0.2603 0.2266 3.0046 0.0 -0.1 -0.1 -0.276
N 1.2279 0.7313 2.2246 -0.5 0.1 0.0 0.439
H 3.5414 2.2173 -0.0104 0.0 0.0 0.1 0.317
H 3.9015 2.2318 2.2657 0.0 0.0 0.0 0.367
H 4.3971 0.6473 1.6289 0.0 0.0 0.0 0.413
H 3.8871 -0.0065 4.1180 0.0 0.0 0.0 0.505
H 2.0996 -0.9721 5.5542 0.0 0.0 0.0 0.449
H -0.2808 -0.7906 4.7999 0.0 0.0 0.0 0.457
H -0.7533 0.3171 2.6346 0.0 0.0 0.0 0.605
Cl 1.1086 2.0278 -3.4018 -0.1 0.2 -0.3 -0.112
C 1.2401 3.3955 -2.3788 -0.1 0.0 -0.1 0.319
C 1.0279 3.2863 -1.0293 -0.2 -0.1 0.2 -1.352
C 1.0588 4.3989 -0.2232 0.0 0.0 -0.2 2.013
Cl 0.6826 3.9828 1.4477 0.2 0.1 0.0 -0.005
C 1.3133 5.6729 -0.6776 0.0 0.0 -0.1 -0.140
Cl 1.3205 6.9900 0.3983 0.0 0.0 0.0 -0.133
C 1.5585 5.8002 -2.0570 0.0 -0.1 0.1 0.419
Cl 1.8956 7.3403 -2.6942 0.0 0.0 0.0 -0.113
C 1.5191 4.6749 -2.8953 0.0 0.1 0.0 0.231
Cl 1.8016 4.8548 -4.5647 0.0 0.0 0.0 -0.120
C -4.1911 -3.5370 0.9678 0.0 0.0 0.0 -1.101
C -3.1356 -4.3225 0.2058 0.0 0.0 0.0 -0.672
N -2.2339 -3.4360 -0.5413 0.2 -0.1 -0.1 0.268
C -2.5907 -3.1240 -1.9263 0.0 0.0 0.0 -0.658
C -2.1754 -4.2058 -2.9130 0.0 0.0 0.0 -0.952
C -1.1377 -2.9875 0.0821 -0.2 0.1 0.0 0.249
O -0.8334 -3.2260 1.2416 0.0 0.1 0.1 -0.655
C -0.1902 -2.0629 -0.6577 0.1 -0.1 -0.1 -0.941
C 0.7858 -2.4918 -1.5472 -0.1 0.1 0.0 0.130
C 1.7421 -1.5907 -1.9964 0.0 0.0 0.0 -1.590
C 1.7320 -0.2975 -1.5193 0.2 -0.1 0.2 -0.470
N 0.7952 0.0927 -0.6447 -0.2 0.1 -0.1 0.854
C -0.1604 -0.7468 -0.2377 0.1 -0.1 0.0 0.100
H -4.8713 -4.2186 1.4768 0.0 0.0 0.0 0.406
H -4.7833 -2.9130 0.2968 0.0 0.0 0.0 0.297
H -3.7226 -2.9018 1.7194 0.0 0.0 0.0 0.281
H -3.5940 -4.9992 -0.5150 0.0 0.0 0.0 0.345
H -2.5306 -4.9167 0.8871 0.0 0.0 0.0 0.426
H -2.1604 -2.1596 -2.1987 0.0 0.0 0.0 0.329
H -3.6736 -2.9927 -1.9514 0.0 0.0 0.0 0.421
H -1.0928 -4.3261 -2.9423 0.0 0.0 0.0 0.172
H -2.5154 -3.9516 -3.9165 0.0 0.0 0.0 0.400
H -2.6098 -5.1689 -2.6475 0.0 0.0 0.0 0.317
H 0.8114 -3.5220 -1.8759 0.0 0.0 0.0 0.677
H 2.5095 -1.8853 -2.6979 0.0 0.0 0.0 0.460
H 2.4764 0.4230 -1.8140 0.0 0.0 0.1 0.903
H -0.9010 -0.3629 0.4489 0.0 0.0 0.0 0.702
C -1.9442 2.8952 -0.1693 -0.1 0.0 0.1 -0.809
O -1.1093 1.7863 0.1357 0.1 -0.2 0.1 -0.261
H -1.4331 3.7192 -0.6654 0.0 0.0 0.0 0.370
H -2.4199 3.2680 0.7394 0.0 0.0 0.0 0.240
H -2.6974 2.5193 -0.8651 0.0 0.0 0.0 0.298
```
Forces are in eV/Å.

Properties
Charge: +2
HOMO-LUMO gap (spin up / spin down) in eV: 5.754 / 5.754
Relative energy (zero: lowest compared OMol25 entry of this formula, charge and spin) in eV: 2.376
HOMO level (spin up / spin down) in Eh: -0.519 / -0.519
Spin multiplicity: 1

***

Record 3
Density functional theory data (ωB97M-V/def2-TZVPD) for 3 unconnected molecules or ions with the total composition C4H12NS at a distorted geometry.

Geometry as XYZ:
```
18
Properties=species:S:1:pos:R:3:forces:R:3:mulliken_charge:R:1
C 3.1535 0.5352 -0.4550 0.0 -0.7 0.3 -0.862
C 2.7160 -0.4634 0.5298 -0.7 0.9 -0.6 0.457
C 3.4085 -1.5268 1.1092 0.6 -0.1 -0.8 -0.519
C -0.7013 0.5211 -0.6074 -1.2 1.0 -1.0 -0.638
S -0.0945 2.1476 -0.7790 1.2 0.2 0.2 -0.137
N -5.8866 -0.5193 0.4383 -0.2 -1.6 1.2 -0.156
H 3.0202 1.5302 -0.0034 0.0 0.1 0.1 0.355
H 4.1367 0.4399 -0.9014 0.1 -0.1 0.1 0.375
H 2.3541 0.5284 -1.2098 0.1 0.2 -0.2 0.290
H 1.6516 -0.3320 0.7403 0.1 -0.2 0.4 0.271
H 2.8939 -2.4118 1.4630 0.0 0.1 0.2 0.311
H 4.4930 -1.5345 1.0360 0.0 -0.1 0.3 0.313
H -1.6613 0.4978 -0.1029 0.1 -0.5 0.2 0.257
H -0.6100 -0.0722 -1.5128 0.4 -0.6 0.4 0.376
H -1.0845 2.8285 -1.3781 -0.4 -0.2 0.2 0.163
H -4.9482 -0.8266 0.7439 -0.1 0.8 -0.1 0.374
H -6.5593 -0.2121 1.1646 0.4 0.5 -0.4 0.390
H -6.2818 -1.1301 -0.2753 -0.2 0.3 -0.7 0.381
```
Forces are in eV/Å.

Properties
Charge: +2
HOMO-LUMO gap (spin up / spin down) in eV: 4.238 / 2.385
Relative energy (zero: lowest compared OMol25 entry of this formula, charge and spin) in eV: 5.299
HOMO level (spin up / spin down) in Eh: -0.545 / -0.548
Spin multiplicity: 2
⟨S²⟩: 1.759

***

Record 4
Density functional theory data (ωB97M-V/def2-TZVPD) for a single C2H8N4O molecule at a distorted geometry.

Geometry as XYZ:
```
15
Properties=species:S:1:pos:R:3:forces:R:3:mulliken_charge:R:1
C -0.2680 0.5142 0.6140 0.1 -0.7 -0.3 -0.358
C 0.1871 -0.6693 -0.4956 0.5 1.6 0.2 0.204
N -1.5085 1.0861 0.2804 -0.6 0.4 0.0 -0.619
N 1.4791 -1.1330 -0.0787 0.1 -0.7 -0.2 -0.553
N 0.7706 1.4682 0.6913 0.3 0.6 0.2 -0.634
N -0.8343 -1.6057 -0.3791 -2.4 -0.5 -0.5 -0.223
O -1.9307 -1.2851 -0.8799 2.0 -0.7 0.4 -0.398
H -0.3391 -0.0111 1.5696 0.0 0.0 -0.1 0.456
H 0.2412 -0.1182 -1.4437 -0.2 -0.2 0.1 0.459
H -1.4305 1.7514 -0.4825 0.0 -0.1 0.1 0.270
H -2.2025 0.3792 0.0372 0.2 0.4 0.1 0.303
H 1.3538 -1.8178 0.6681 0.1 0.1 -0.2 0.270
H 1.9645 -1.5948 -0.8488 -0.1 0.1 0.4 0.233
H 0.8632 2.0154 -0.1602 0.0 -0.1 0.1 0.271
H 1.6542 1.0205 0.9080 -0.1 0.1 -0.2 0.319
```
Forces are in eV/Å.

Properties
SMILES: NC(N)[C@@H](N)N=O
HOMO-LUMO gap (spin up / spin down) in eV: 8.403 / 8.404
Relative energy (zero: lowest compared OMol25 entry of this formula, charge and spin) in eV: 3.625
HOMO level (spin up / spin down) in Eh: -0.317 / -0.317
Spin multiplicity: 1

***

Record 5
Density functional theory data (ωB97M-V/def2-TZVPD) for a gas-phase ion, C3H9N4 (charge +1) at a distorted geometry.

Geometry as XYZ:
```
16
Properties=species:S:1:pos:R:3:forces:R:3:mulliken_charge:R:1
C -0.1913 0.4057 -1.3338 0.7 0.3 1.5 -0.468
C 0.8197 1.2432 -1.2384 3.5 -1.2 2.6 -0.235
C -0.4543 -0.6789 -0.2549 -0.1 -0.8 -1.1 -0.023
N 1.9103 0.8186 0.4026 -0.2 1.4 -4.6 -0.616
N 0.4907 -0.9090 0.7547 0.7 -1.5 1.1 -0.336
N -1.7946 -0.3099 0.4695 1.5 -2.8 -0.3 -0.293
N 0.9107 0.3558 1.2017 -0.2 -0.8 -2.5 -0.090
H -0.8516 0.4432 -2.1633 -0.7 0.0 -0.7 0.436
H 1.3823 1.9808 -1.8630 -1.0 -0.8 0.7 0.385
H -0.6584 -1.6149 -0.7823 0.0 0.1 0.1 0.414
H 2.5742 0.0155 0.0680 -1.6 1.6 0.5 0.262
H 1.2661 -1.6757 0.6320 -2.0 2.0 -0.1 0.329
H -2.0657 -1.0175 1.1650 0.2 0.1 -0.3 0.356
H -2.4951 -0.1915 -0.2041 -1.6 0.5 -1.1 0.320
H 1.2229 0.4389 2.1083 0.5 -0.6 2.7 0.241
H -1.5637 0.5046 0.9316 0.3 2.7 1.4 0.318
```
Forces are in eV/Å.

Properties
Charge: +1
HOMO-LUMO gap in eV: 9.918
Relative energy (zero: lowest compared OMol25 entry of this formula, charge and spin) in eV: 5.939
HOMO level in Eh: -0.491
Spin multiplicity: 1

***

Record 6
Density functional theory data (ωB97M-V/def2-TZVPD) for a molecular structure, C19H39N6OsSSi.

Geometry as XYZ:
```
67
Properties=species:S:1:pos:R:3:forces:R:3:mulliken_charge:R:1
Os -0.2565 0.3486 0.0140 0.1 0.2 -0.1 1.886
C 0.3148 2.9409 -2.3772 0.0 0.0 0.0 -0.715
C 0.6300 3.3291 -0.9195 0.0 0.0 0.0 -0.737
N -0.1921 2.6522 0.1078 0.0 0.0 0.0 -0.726
C 0.2229 3.0049 1.4868 0.0 0.0 0.0 -0.706
C -0.3630 2.0240 2.4880 0.0 0.0 0.0 -0.801
N -0.0845 0.5989 2.1185 0.0 0.0 0.0 -0.565
C 1.1455 -0.0045 2.7116 0.0 0.0 0.0 -0.883
C 2.4785 0.6150 2.3108 0.0 0.0 0.0 -0.731
C 2.8276 0.7673 0.8178 0.0 0.0 0.0 -0.656
N 1.9364 0.0513 -0.1431 0.0 0.0 0.0 -0.716
C 2.3410 0.3569 -1.5502 0.0 0.0 0.0 -0.706
C 1.2704 -0.1048 -2.5190 0.0 0.0 0.0 -0.768
N -0.0756 0.3848 -2.1037 0.0 0.0 0.0 -0.512
C -0.5146 1.6962 -2.6848 0.0 0.0 0.0 -0.861
H 1.2563 2.9118 -2.9292 0.0 0.0 0.0 0.298
H -0.2504 3.7509 -2.8412 0.0 0.0 0.0 0.440
H 0.5424 4.4124 -0.8094 0.0 0.0 0.0 0.573
H 1.6662 3.0914 -0.6815 0.0 0.0 0.0 0.174
H -1.1686 2.9150 -0.0140 0.0 0.0 0.0 0.469
H -0.0886 4.0185 1.7487 0.0 0.0 0.0 0.529
H 1.3116 2.9929 1.5161 0.0 0.0 0.0 0.263
H -1.4486 2.1293 2.5098 0.0 0.0 0.0 0.447
H 0.0126 2.2354 3.4908 0.0 0.0 0.0 0.492
H -0.8566 0.0567 2.5003 0.0 0.0 0.0 0.457
H 1.1138 -1.0615 2.4406 0.0 0.0 0.0 0.339
H 1.0689 0.0510 3.7995 0.0 0.0 0.0 0.490
H 3.2332 -0.0103 2.7893 0.0 0.0 0.0 0.420
H 2.5863 1.5921 2.7839 0.0 0.0 0.0 0.289
H 3.8546 0.4401 0.6470 0.0 0.0 0.0 0.603
H 2.7943 1.8160 0.5297 0.0 0.0 0.0 0.237
H 2.0717 -0.9499 -0.0034 0.0 0.0 0.0 0.355
H 3.2952 -0.1175 -1.7865 0.0 0.0 0.0 0.527
H 2.4918 1.4319 -1.6190 0.0 0.0 0.0 0.277
H 1.2237 -1.1951 -2.5282 0.0 0.0 0.0 0.422
H 1.5058 0.2258 -3.5323 0.0 0.0 0.0 0.455
H -0.7505 -0.2891 -2.4581 0.0 0.0 0.0 0.417
H -1.5410 1.8263 -2.3405 0.0 0.0 0.0 0.326
H -0.5493 1.5888 -3.7712 0.0 0.0 0.0 0.495
C -5.7890 -1.1224 1.2661 0.0 0.0 0.0 -0.925
Si -5.3121 0.1971 0.0482 0.0 0.0 0.0 0.005
C -5.7975 1.9030 0.5951 0.0 0.0 0.0 -0.950
C -5.8274 -0.1929 -1.6918 0.0 0.0 0.0 -0.934
C -3.4084 0.1918 0.0268 0.0 -0.1 0.0 1.889
C -2.1646 0.1909 0.0208 -0.1 0.0 0.0 -1.608
H -6.8785 -1.1719 1.3308 0.0 0.0 0.0 0.347
H -5.4109 -0.9106 2.2671 0.0 0.0 0.0 0.323
H -5.4338 -2.1062 0.9564 0.0 0.0 0.0 0.285
H -6.8872 1.9708 0.6345 0.0 0.0 0.0 0.351
H -5.4500 2.6690 -0.0997 0.0 0.0 0.0 0.325
H -5.4210 2.1356 1.5923 0.0 0.0 0.0 0.330
H -6.9180 -0.2365 -1.7408 0.0 0.0 0.0 0.345
H -5.4448 -1.1582 -2.0261 0.0 0.0 0.0 0.316
H -5.5009 0.5745 -2.3951 0.0 0.0 0.0 0.320
C 1.8330 -6.5188 -0.7723 0.0 0.0 0.0 -0.742
N 0.5051 -6.6841 -0.1712 0.0 0.0 0.0 0.221
C -0.0961 -7.8575 0.0743 0.0 0.0 0.0 0.115
C -1.3396 -7.5880 0.6338 0.0 0.0 0.0 -0.399
N -1.4427 -6.2549 0.7034 0.0 0.0 0.0 0.097
C -0.3137 -5.6438 0.2120 0.0 0.0 0.0 -0.309
S -0.0302 -4.0208 0.1139 0.0 -0.2 0.0 -0.050
H 2.2825 -7.5013 -0.8767 0.0 0.0 0.0 0.308
H 2.4444 -5.8999 -0.1220 0.0 0.0 0.0 0.328
H 1.7297 -6.0531 -1.7490 0.0 0.0 0.0 0.333
H 0.3609 -8.8085 -0.1468 0.0 0.0 0.0 0.434
H -2.1087 -8.2661 0.9659 0.0 0.0 0.0 0.435
H -2.2314 -5.7364 1.0668 0.0 0.0 0.0 0.216
```
Forces are in eV/Å.

Properties
Charge: +3
HOMO-LUMO gap (spin up / spin down) in eV: 8.877 / 5.940
Relative energy (zero: lowest compared OMol25 entry of this formula, charge and spin) in eV: 0.451
HOMO level (spin up / spin down) in Eh: -0.590 / -0.624
Spin multiplicity: 5
⟨S²⟩: 6.081